Here is an isolated ion of composition C8H12NO4S and charge -1 from the OMol25 dataset. Energies are from wB97M-V/def2-TZVPD.

```
! RIJCOSX wB97M-V def2-TZVPD def2/J DEFGRID3
* xyz -1 1
C 1.92 0.07 -2.05
C -0.37 1.14 -2.19
O 1.62 -0.63 3.75
H 2.28 0.85 -2.62
C 0.36 0.85 2.28
C -2.38 -1.81 0.84
H 0.46 -1.25 0.18
O 0.15 -1.51 2.33
H -3.32 -1.57 1.30
H -1.16 1.48 -1.56
O -2.32 -0.95 -1.55
H 1.56 -0.68 -2.83
H 1.00 1.66 2.53
H -0.71 0.96 2.60
C 0.08 -0.19 -0.08
N 0.42 0.82 0.85
H 0.11 1.93 -2.68
H 2.75 -0.53 -1.48
C 1.14 1.59 -0.01
H -0.66 0.26 -2.89
C 0.77 -0.56 2.81
O 1.79 2.60 -0.02
S -2.02 -0.42 -0.24
H -1.49 -1.96 1.51
C 0.72 0.65 -1.21
H -2.68 -2.79 0.41
*
```

Values from the calculation:
LUMO level: 3.073 eV
Relative energy (zero: lowest compared OMol25 entry of this formula, charge and spin): 0.3990 eV
M: 218.3 g mol⁻¹

---

Here is a 2-piece molecular cluster, C8H12NO5PS3 overall from the OMol25 dataset. Energies are from wB97M-V/def2-TZVPD.

```
! RIJCOSX wB97M-V def2-TZVPD def2/J DEFGRID3
* xyz 0 1
H 3.67 3.17 0.28
H 0.50 -3.88 1.16
H -1.65 3.28 0.97
H 3.72 4.39 -1.01
S -3.86 -3.63 -1.07
C 3.86 3.33 -0.78
P -3.71 -2.34 0.34
C 0.15 0.45 -0.05
O -5.00 -1.28 0.35
C -1.23 0.94 -0.10
H -3.24 0.51 0.00
H 4.92 3.09 -0.97
C -2.19 -1.29 0.16
H 1.01 1.18 -0.12
O 1.67 2.75 -1.41
H -4.83 -0.63 1.07
C -0.86 -1.90 0.21
C 1.78 -1.57 0.19
O 2.35 -1.48 1.47
S -1.52 2.71 -0.28
C 2.96 2.43 -1.66
H 3.33 2.57 -2.70
C 0.32 -1.01 0.11
H 1.84 -0.77 1.92
O 2.34 -2.07 -0.72
H 3.29 1.39 -1.44
O -3.68 -3.01 1.87
H -3.00 -3.72 1.82
S -0.64 -3.71 0.39
N -2.30 0.10 0.01
*
```

Values from the calculation:
LUMO level: -2.519 eV
Relative energy (zero: lowest compared OMol25 entry of this formula, charge and spin): 1.7848 eV
M: 329.4 g mol⁻¹

---

Number 1: highest occupied orbital energy -4.77 eV. Number 2: highest occupied orbital energy -6.09 eV.